# C33H50AlN2OP2

A molecular structure, C33H50AlN2OP2 (ωB97M-V/def2-TZVPD, OMol25).

Atoms and positions in Å:
Al -0.209 -0.338 0.087
C -4.010 -0.808 2.119
C -3.586 0.455 1.367
C -4.729 1.461 1.267
P -2.720 0.017 -0.212
C -3.803 -0.982 -1.332
C -5.312 -0.757 -1.242
C -3.465 -2.467 -1.194
C -2.471 1.595 -1.057
C -3.350 2.169 -1.972
C -3.044 3.358 -2.611
C -1.827 3.970 -2.340
C -0.933 3.411 -1.448
C -1.233 2.212 -0.782
N -0.331 1.575 0.072
C 0.588 2.367 0.774
C 0.205 3.579 1.368
C 1.119 4.362 2.043
C 2.450 3.967 2.153
C 2.834 2.761 1.599
C 1.922 1.944 0.930
P 2.301 0.336 0.192
C 3.193 0.764 -1.377
C 2.150 1.303 -2.360
C 4.335 1.770 -1.247
C 3.421 -0.633 1.333
C 4.866 -0.816 0.873
C 3.381 -0.187 2.796
H -4.326 -0.554 3.133
H -3.200 -1.534 2.190
H -4.853 -1.296 1.628
H -2.769 0.928 1.927
H -5.635 1.000 0.873
H -4.467 2.304 0.626
H -4.967 1.853 2.258
H -3.463 -0.652 -2.320
H -5.708 -1.090 -0.282
H -5.812 -1.341 -2.017
H -5.598 0.286 -1.373
H -3.742 -2.850 -0.209
H -2.399 -2.634 -1.343
H -4.016 -3.043 -1.941
H -4.292 1.683 -2.187
H -3.739 3.796 -3.315
H -1.562 4.892 -2.842
H 0.018 3.895 -1.269
H -0.825 3.900 1.282
H 0.793 5.293 2.490
H 3.170 4.589 2.666
H 3.868 2.448 1.670
H 3.565 -0.189 -1.763
H 1.723 2.241 -1.993
H 1.333 0.602 -2.522
H 2.628 1.507 -3.320
H 3.950 2.739 -0.925
H 4.812 1.912 -2.219
H 5.104 1.460 -0.542
H 2.950 -1.621 1.294
H 5.450 0.092 1.024
H 4.938 -1.100 -0.177
H 5.336 -1.605 1.465
H 4.012 0.684 2.964
H 3.759 -0.995 3.426
H 2.376 0.062 3.134
C -0.781 -3.584 1.301
C 0.196 -2.692 2.059
C 0.248 -3.088 3.534
C -0.154 -1.208 1.889
H -0.519 -4.640 1.403
H -0.802 -3.341 0.236
H -1.795 -3.455 1.691
H 1.196 -2.881 1.652
H -0.731 -2.946 4.000
H 0.964 -2.469 4.080
H 0.532 -4.135 3.662
H 0.538 -0.623 2.509
H -1.130 -1.057 2.370
O -0.261 -1.112 -1.532
N 0.635 -2.032 -2.075
C 0.858 -1.842 -3.435
C 2.029 -2.212 -4.013
C 3.079 -2.763 -3.245
C 2.853 -2.908 -1.867
C 1.675 -2.522 -1.298
H 0.024 -1.401 -3.959
H 2.134 -2.076 -5.081
H 4.012 -3.060 -3.698
H 3.605 -3.347 -1.222
H 1.446 -2.660 -0.254

**Frontier orbital gap (alpha / beta)**: 0.22131 / 0.28917 hartree
**Largest force on an atom**: 0.391 eV/A
**2S+1**: 2
**Charge**: 0
**HOMO (alpha / beta)**: -5.3281 / -7.1833 eV
**LUMO level (alpha / beta)**: 0.694 / 0.686 eV

---

# C4H8ClN2O2

2 unconnected molecules or ions with the total composition C4H8ClN2O2 at a distorted geometry (ωB97M-V/def2-TZVPD, OMol25).

Atoms and positions in Å:
C -1.315 2.064 -0.718
C 1.271 -1.604 1.714
C 1.244 -1.786 -0.547
C 0.393 -0.667 1.319
N -1.794 2.762 -1.756
N 1.742 -2.381 0.676
O -1.980 2.065 0.347
O 0.458 -0.638 -0.090
Cl -0.384 0.461 2.280
H -0.533 1.332 -1.015
H 1.457 -1.954 2.655
H 2.070 -1.466 -1.253
H 0.590 -2.512 -1.247
H -1.438 2.843 -2.746
H -2.452 3.427 -1.512
H -1.613 1.248 1.014
H 2.284 -3.195 0.878

**Frontier orbital gap**: 0.25847 hartree
**Largest force on an atom**: 4.392 eV/A
**Charge**: +1
**HOMO**: -10.8541 eV
**ΔE to the lowest compared entry with this formula, charge and spin**: 1.005 eV
**LUMO level**: -3.821 eV

---

# C45H59BBrClFeIN6O6Se

A molecular structure, C45H59BBrClFeIN6O6Se at a distorted geometry (ωB97M-V/def2-TZVPD, OMol25).

Atoms and positions in Å:
Fe -0.020 -0.205 -1.204
O 0.570 -4.129 -5.610
C -0.480 -3.396 -5.916
O -1.038 -3.485 -6.983
C -0.953 -2.435 -4.875
C -2.038 -1.582 -4.999
Cl -3.151 -1.529 -6.276
N -2.133 -0.844 -3.858
N -1.169 -1.213 -3.001
C -0.451 -2.151 -3.588
C 0.759 -2.616 -2.846
O 1.552 -3.411 -3.381
O 0.914 -2.095 -1.708
C -2.974 0.250 -3.489
C -3.059 0.586 -2.139
C -3.836 1.654 -1.730
C -4.529 2.411 -2.661
C -4.427 2.092 -4.006
C -3.655 1.020 -4.425
H 0.983 -3.885 -4.726
H -2.518 0.009 -1.403
H -3.901 1.884 -0.675
H -5.137 3.247 -2.343
H -4.953 2.683 -4.744
H -3.578 0.807 -5.476
C -4.412 -1.803 0.501
C -3.654 -3.010 1.042
C -4.361 -3.509 2.299
O -2.349 -2.552 1.440
B -1.396 -3.290 0.810
O -1.909 -4.213 -0.049
C -3.347 -4.140 -0.028
C -3.858 -5.526 0.350
C -3.802 -3.800 -1.446
H -4.366 -1.012 1.250
H -5.458 -2.043 0.307
H -3.961 -1.422 -0.411
H -4.488 -2.664 2.976
H -3.767 -4.263 2.815
H -5.342 -3.922 2.066
H -3.414 -5.861 1.286
H -3.562 -6.226 -0.431
H -4.944 -5.540 0.440
H -3.274 -2.919 -1.814
H -4.876 -3.620 -1.487
H -3.560 -4.635 -2.104
Br 1.358 5.049 -5.303
C 0.858 3.584 -4.177
C 1.210 2.297 -4.540
C 0.869 1.249 -3.690
C 0.208 1.447 -2.473
C -0.167 2.761 -2.181
C 0.151 3.829 -3.013
H 1.740 2.116 -5.466
H 1.116 0.238 -4.006
H -0.733 2.968 -1.278
H -0.154 4.837 -2.762
C -1.668 4.540 2.323
C -0.450 4.526 3.246
C 0.868 4.747 2.503
C 1.176 3.642 1.490
N 1.531 2.391 2.119
C 0.610 1.381 2.407
Se -0.552 0.617 0.920
N 1.336 0.438 3.139
C 0.729 -0.703 3.795
C 0.305 -0.403 5.234
C -0.823 0.623 5.340
C -2.105 0.191 4.627
C 2.619 0.875 3.353
C 3.694 0.302 4.016
C 4.892 1.024 4.052
C 5.003 2.268 3.451
C 3.925 2.845 2.769
C 2.738 2.130 2.721
H -2.588 4.569 2.908
H -1.700 3.641 1.704
H -1.652 5.415 1.670
H -0.411 3.566 3.768
H -0.555 5.311 3.999
H 1.686 4.802 3.226
H 0.830 5.700 1.968
H 2.003 3.961 0.848
H 0.311 3.449 0.856
H 1.447 -1.526 3.790
H -0.138 -0.994 3.200
H 1.174 -0.043 5.794
H -0.018 -1.344 5.689
H -0.488 1.577 4.924
H -1.037 0.784 6.399
H -1.988 0.242 3.543
H -2.932 0.844 4.906
H -2.374 -0.832 4.902
H 3.606 -0.659 4.504
H 5.741 0.607 4.579
H 5.935 2.815 3.522
H 4.005 3.836 2.338
I 0.818 -4.643 2.425
C 0.140 -3.111 1.072
H 0.728 -3.220 0.169
H 0.383 -2.171 1.558
C 4.649 1.344 -0.746
C 3.131 1.213 -1.025
N 2.763 -0.189 -1.182
C 3.456 -0.749 -2.337
C 4.989 -0.615 -2.158
N 5.236 -0.028 -0.807
C 4.636 -0.892 0.260
C 3.107 -0.941 0.019
H 4.836 1.745 0.247
H 5.149 1.964 -1.490
H 2.845 1.746 -1.932
H 2.550 1.619 -0.201
H 3.130 -0.211 -3.226
H 3.171 -1.792 -2.454
H 5.426 0.054 -2.898
H 5.488 -1.581 -2.221
H 6.238 0.034 -0.650
H 4.879 -0.459 1.232
H 5.091 -1.880 0.188
H 2.574 -0.503 0.864
H 2.764 -1.965 -0.112

**Frontier orbital gap (alpha / beta)**: 0.19561 / 0.19624 hartree
**Largest force on an atom**: 2.653 eV/A
**2S+1**: 2
**Charge**: 0
**HOMO (alpha / beta)**: -6.0681 / -6.0725 eV
**LUMO level (alpha / beta)**: -0.745 / -0.733 eV